No. 1
{
  "formula": "C41H52N5ORuS5Sb",
  "method": "ωB97M-V/def2-TZVPD",
  "symbols": ["Ru", "S", "C", "C", "N", "C", "S", "C", "N", "C", "C", "C", "C", "Sb", "C", "C", "C", "C", "C", "C", "C", "C", "H", "H", "H", "H", "H", "H", "H", "H", "H", "H", "H", "H", "H", "H", "H", "H", "H", "H", "H", "H", "H", "H", "H", "H", "H", "H", "H", "C", "S", "O", "C", "C", "C", "C", "C", "C", "H", "H", "H", "H", "H", "H", "H", "H", "N", "C", "S", "C", "C", "C", "N", "C", "C", "H", "H", "H", "H", "H", "H", "N", "S", "C", "C", "C", "C", "C", "C", "C", "C", "C", "C", "C", "C", "H", "H", "H", "H", "H", "H", "H", "H", "H", "H", "H"],
  "xyz": [[-0.410, -0.264, 0.283], [-0.028, -0.221, -2.192], [-0.579, -1.845, -2.473], [-1.232, -2.090, -3.738], [-1.787, -2.233, -4.737], [-0.465, -2.841, -1.557], [0.244, -2.621, 0.022], [-0.954, -4.164, -1.854], [-1.354, -5.226, -2.056], [5.547, 0.420, -2.092], [4.026, 0.416, -2.207], [3.447, 1.743, -1.732], [3.581, 0.138, -3.640], [3.005, -1.142, -0.974], [3.634, -3.088, -1.862], [5.101, -3.012, -2.279], [3.433, -4.247, -0.892], [2.728, -3.269, -3.079], [3.719, -1.001, 1.137], [2.801, -0.018, 1.856], [3.632, -2.368, 1.801], [5.155, -0.487, 1.162], [5.935, 1.179, -2.787], [6.002, -0.528, -2.367], [5.892, 0.693, -1.099], [3.852, 2.550, -2.357], [3.705, 1.962, -0.691], [2.358, 1.746, -1.827], [3.893, 0.979, -4.273], [2.496, 0.045, -3.725], [4.041, -0.761, -4.051], [5.761, -2.743, -1.449], [5.265, -2.316, -3.100], [5.409, -4.006, -2.630], [4.228, -4.301, -0.151], [3.468, -5.178, -1.472], [2.471, -4.220, -0.382], [2.719, -2.404, -3.742], [1.704, -3.482, -2.784], [3.089, -4.127, -3.659], [1.753, -0.315, 1.786], [2.888, 0.998, 1.468], [3.056, -0.011, 2.925], [2.644, -2.824, 1.698], [3.829, -2.240, 2.873], [4.373, -3.061, 1.414], [5.223, 0.534, 0.788], [5.838, -1.117, 0.587], [5.512, -0.478, 2.200], [0.342, 3.779, -1.466], [0.817, 3.232, 0.171], [0.806, 1.724, 0.079], [-0.608, 3.772, 1.092], [-1.898, 3.742, 0.574], [-2.958, 4.129, 1.378], [-2.725, 4.552, 2.685], [-1.431, 4.587, 3.193], [-0.365, 4.189, 2.396], [-0.314, 3.017, -1.892], [1.255, 3.862, -2.054], [-0.149, 4.750, -1.398], [-2.086, 3.410, -0.439], [-3.968, 4.108, 0.981], [-3.556, 4.869, 3.305], [-1.251, 4.935, 4.204], [0.652, 4.215, 2.777], [-0.430, 0.912, 7.245], [0.157, -0.087, 6.568], [1.334, -1.026, 7.210], [-0.309, -0.243, 5.146], [-0.871, 0.814, 4.446], [-1.232, 0.640, 3.119], [-1.074, -0.521, 2.470], [-0.571, -1.549, 3.168], [-0.172, -1.450, 4.484], [-0.176, 1.019, 8.214], [-1.302, 1.313, 6.943], [-0.990, 1.792, 4.893], [-1.655, 1.461, 2.550], [-0.482, -2.484, 2.629], [0.244, -2.304, 5.001], [-2.488, 0.636, -0.002], [-3.285, 0.569, -1.395], [-4.647, 1.700, -1.240], [-5.663, 1.496, -0.314], [-6.653, 2.455, -0.183], [-6.625, 3.602, -0.972], [-5.607, 3.796, -1.895], [-4.608, 2.838, -2.034], [-4.148, -0.998, -1.534], [-3.633, -2.095, -0.857], [-4.226, -3.340, -1.035], [-5.319, -3.473, -1.878], [-5.819, -2.368, -2.558], [-5.231, -1.124, -2.397], [-3.128, 0.483, 0.777], [-5.689, 0.594, 0.289], [-7.456, 2.304, 0.528], [-7.409, 4.342, -0.871], [-5.592, 4.686, -2.512], [-3.811, 2.967, -2.760], [-2.779, -1.986, -0.206], [-3.818, -4.206, -0.528], [-5.780, -4.444, -2.014], [-6.663, -2.477, -3.226], [-5.605, -0.268, -2.948]],
  "lowdin_charge": [0.87, 0.55, -0.75, -0.27, 0.18, -0.76, 0.57, -0.28, 0.19, -0.10, -0.67, -0.14, -0.13, 1.67, -0.67, -0.11, -0.12, -0.11, -0.68, -0.14, -0.11, -0.11, 0.10, 0.06, 0.06, 0.10, 0.07, 0.03, 0.10, 0.05, 0.07, 0.08, 0.06, 0.10, 0.07, 0.10, 0.03, 0.06, 0.06, 0.10, 0.02, 0.06, 0.10, 0.05, 0.10, 0.07, 0.06, 0.08, 0.10, -0.22, 0.96, -0.69, -0.40, -0.09, -0.05, -0.06, -0.08, -0.09, 0.05, 0.05, 0.07, 0.09, 0.11, 0.11, 0.11, 0.11, 0.09, -0.83, 0.72, -0.22, 0.00, -0.12, -0.06, -0.14, -0.02, 0.10, 0.10, 0.11, 0.09, 0.07, 0.10, -0.41, 1.01, -0.42, -0.07, -0.06, -0.06, -0.06, -0.09, -0.39, -0.09, -0.06, -0.05, -0.05, -0.07, 0.01, 0.12, 0.11, 0.11, 0.11, 0.11, 0.07, 0.11, 0.11, 0.11, 0.12],
  "total_charge": 1,
  "s_squared": 8.770,
  "multiplicity": 6,
  "orbital_gap_ev": [6.17, 6.24],
  "e_lumo_ha": [-0.1092, -0.1460],
  "e_homo_ha": [-0.3360, -0.3754],
  "fmax_ev_per_a": 0.79
}



No. 2
{
  "formula": "C23H16Cl3GeN6STa",
  "method": "ωB97M-V/def2-TZVPD",
  "symbols": ["Ta", "C", "C", "C", "C", "N", "C", "N", "C", "N", "C", "N", "C", "C", "C", "C", "C", "N", "C", "C", "C", "C", "C", "C", "H", "H", "H", "H", "H", "H", "H", "H", "H", "H", "H", "H", "S", "C", "C", "C", "C", "C", "N", "H", "H", "H", "H", "Cl", "Ge", "Cl", "Cl"],
  "xyz": [[-0.085, 0.246, -0.916], [-2.531, 3.958, 0.497], [-1.578, 4.876, 0.875], [-0.295, 4.399, 1.068], [0.019, 3.024, 0.855], [-0.914, 2.147, 0.293], [-2.146, 2.632, 0.199], [1.210, 2.675, 1.312], [1.564, 1.393, 1.448], [0.958, 0.324, 0.854], [1.498, -0.847, 1.474], [1.015, -2.016, 1.436], [-0.259, -2.287, 0.946], [-0.795, -3.515, 1.321], [-2.116, -3.801, 1.049], [-2.896, -2.842, 0.401], [-2.300, -1.681, -0.009], [-0.987, -1.394, 0.223], [2.635, -0.416, 2.307], [3.517, -1.123, 3.079], [4.431, -0.369, 3.835], [4.437, 1.029, 3.826], [3.526, 1.738, 3.062], [2.631, 0.986, 2.294], [-3.574, 4.224, 0.383], [-1.823, 5.915, 1.052], [0.505, 5.020, 1.448], [-2.915, 1.951, -0.134], [-0.156, -4.196, 1.866], [-2.544, -4.747, 1.356], [-3.946, -3.002, 0.204], [-2.865, -0.930, -0.544], [3.521, -2.204, 3.108], [5.152, -0.890, 4.452], [5.163, 1.555, 4.430], [3.508, 2.819, 3.048], [-1.834, 1.218, -2.311], [-1.818, -0.316, -3.163], [-2.472, -0.705, -4.314], [-2.306, -2.027, -4.705], [-1.502, -2.887, -3.954], [-0.862, -2.403, -2.836], [-1.031, -1.125, -2.454], [-3.089, -0.013, -4.870], [-2.808, -2.395, -5.591], [-1.372, -3.922, -4.239], [-0.215, -3.022, -2.228], [1.309, 2.062, -1.794], [1.853, 0.762, -4.070], [1.663, -1.046, -1.853], [3.917, 1.167, -4.019]],
  "lowdin_charge": [1.26, 0.05, 0.03, 0.10, -0.34, -0.05, -0.15, 0.22, -0.24, -0.09, -0.26, 0.21, -0.29, 0.05, 0.03, 0.00, -0.11, -0.06, -0.08, 0.06, 0.03, 0.00, 0.06, -0.09, 0.14, 0.15, 0.15, 0.08, 0.14, 0.14, 0.14, 0.10, 0.14, 0.14, 0.13, 0.14, 0.72, -0.70, -0.02, 0.02, 0.00, -0.14, -0.25, 0.13, 0.14, 0.13, 0.11, 0.06, 0.53, 0.17, 0.14],
  "total_charge": 3,
  "s_squared": 0.797,
  "multiplicity": 2,
  "orbital_gap_ev": [6.85, 5.07],
  "e_lumo_ha": [-0.3900, -0.4533],
  "e_homo_ha": [-0.6416, -0.6395],
  "fmax_ev_per_a": 1.24
}



No. 3
{
  "formula": "C2H8N6",
  "method": "ωB97M-V/def2-TZVPD",
  "symbols": ["C", "N", "N", "C", "N", "N", "N", "N", "H", "H", "H", "H", "H", "H", "H", "H"],
  "xyz": [[-1.543, -2.521, 1.195], [-0.460, -1.977, 0.596], [-0.728, -0.840, -0.071], [0.191, 0.264, -0.516], [1.085, 0.769, 0.076], [1.503, 0.628, 1.467], [-0.224, 0.869, -1.697], [0.120, 2.409, -1.661], [-2.697, -2.155, 1.180], [-0.862, -3.580, 1.352], [-1.876, -0.659, -0.067], [1.700, -0.351, 1.588], [2.390, 1.275, 1.555], [0.519, 0.224, -2.491], [-0.405, 2.900, -0.806], [1.288, 2.747, -1.701]],
  "lowdin_charge": [-0.10, -0.14, -0.05, -0.55, -0.02, 0.02, -0.07, -0.11, 0.10, 0.12, 0.18, 0.04, 0.12, 0.23, 0.10, 0.14],
  "total_charge": 0,
  "multiplicity": 1,
  "orbital_gap_ev": 9.14,
  "e_lumo_ha": 0.0294,
  "e_homo_ha": -0.3067,
  "fmax_ev_per_a": 8.25
}